{
  "formula": "C4H4O3",
  "method": "the ωB97M-V functional and the def2-TZVPD basis",
  "elements": ["C", "C", "C", "C", "O", "O", "O", "H", "H", "H", "H"],
  "coordinates": [[-2.52, -0.28, -1.13], [-1.62, 0.57, -0.73], [1.86, -0.65, 0.99], [0.84, 0.22, 0.23], [-3.53, -0.79, -1.44], [1.76, -1.84, 1.16], [-0.32, -0.40, -0.02], [-1.55, 1.59, -0.52], [2.69, 0.07, 1.26], [1.50, 0.43, -0.74], [0.90, 1.08, 0.93]],
  "nbo_charge": [0.67, -0.23, 0.43, -0.15, -0.39, -0.50, -0.51, 0.25, 0.10, 0.17, 0.17],
  "e_above_lowest_ev": 4.719,
  "lumo_energy_ev": -1.069,
  "e_homo_ev": -9.62,
  "orbital_gap_ev": 8.5,
  "e_tot_ha": -380.37359
}